112
Properties=species:S:1:pos:R:3:forces:R:3 method="wB97M-V/def2-TZVPD" homo_lumo_gap_ev=8.52 e_homo_ev=-10.145 total_charge=+1
C -2.918 4.861 1.686 0.552 -0.255 -0.050
C -2.899 3.430 1.148 0.051 1.745 -0.046
O -1.518 3.075 0.952 -0.347 -0.771 -0.486
B -1.319 1.720 0.893 0.379 0.193 0.808
O -1.255 1.042 2.087 0.688 -0.863 -0.355
C -1.104 0.966 -0.548 -1.199 1.143 0.677
C -2.526 0.643 -1.067 0.463 0.101 0.213
C -3.442 -0.384 -0.403 0.496 -0.312 0.123
C -3.506 -0.779 1.040 0.322 0.632 0.640
N -4.292 -0.951 -1.130 -1.087 -0.632 -1.106
O -0.671 2.091 -1.357 0.367 -1.176 -0.806
C 0.731 2.085 -1.528 0.404 0.717 0.872
P 1.173 3.781 -2.303 -0.531 0.024 -1.557
O -0.114 4.668 -1.787 1.266 -0.088 0.447
Br 2.986 4.518 -1.221 -0.630 -0.021 0.447
C 1.204 0.835 -2.359 -0.448 0.970 -0.914
C 0.263 0.818 -3.566 -0.406 0.296 0.526
O 0.470 -0.044 -4.658 -2.311 -0.378 -0.993
O 1.706 -0.637 -4.735 2.811 -0.312 0.447
P 2.932 1.344 -2.958 1.452 1.729 0.541
C 2.896 2.096 -4.662 -0.064 -1.074 0.029
C 4.217 0.044 -3.107 0.133 -0.642 0.192
N 1.055 -0.346 -1.425 0.362 -0.947 0.320
C 1.011 -1.708 -2.114 0.622 -0.685 -0.463
C -0.146 -2.360 -2.889 -0.590 0.113 -0.362
C -1.571 -1.845 -3.097 -1.009 -1.383 -0.705
N -2.290 -2.998 -3.735 0.000 0.285 0.103
C 2.280 -0.559 -0.572 1.388 -0.618 0.903
O 2.867 0.604 -0.064 -1.369 -0.062 -0.147
C 3.924 0.248 0.793 -1.551 -0.128 1.965
C 3.679 -0.196 2.214 -1.066 0.133 -0.940
O 4.994 0.342 0.378 3.594 0.425 -1.808
C -0.054 -0.160 -0.364 -0.586 0.776 1.243
O -0.530 -1.369 0.075 -0.377 -0.509 -0.694
H -2.083 5.394 1.234 -0.026 0.059 -0.194
H -2.722 4.880 2.754 -0.281 0.046 0.162
H -3.826 5.392 1.414 -0.186 -0.073 0.250
H -3.425 2.771 1.842 0.113 -0.303 -0.153
H -3.370 3.478 0.164 -0.175 -0.448 0.034
H -0.486 1.296 2.618 -0.356 0.276 0.225
H -2.461 0.398 -2.125 -0.065 -0.083 -0.038
H -3.070 1.590 -1.059 0.108 0.140 0.165
H -3.795 0.102 1.617 0.209 -0.013 0.209
H -2.587 -1.177 1.466 0.219 0.313 -0.106
H -4.273 -1.526 1.206 -0.221 -0.053 -0.431
H -4.233 -0.618 -2.095 -0.082 -0.083 -0.034
H 1.214 2.160 -0.543 0.183 -0.600 -0.143
H 0.076 5.071 -0.926 -0.430 -0.052 0.102
H 0.221 1.836 -3.961 0.427 0.122 0.122
H -0.768 0.662 -3.247 0.057 -0.376 -0.013
H 1.643 -1.405 -5.325 -0.890 0.106 -0.025
H 2.968 1.351 -5.453 -0.241 0.053 -0.085
H 3.810 2.689 -4.687 0.041 0.068 0.192
H 2.067 2.776 -4.807 -0.108 -0.006 -0.027
H 4.792 0.186 -4.021 -0.243 0.180 -0.222
H 4.932 0.175 -2.296 -0.138 0.076 0.183
H 3.919 -1.006 -3.093 -0.216 0.080 -0.174
H 1.337 -2.435 -1.379 -0.332 0.148 0.502
H 1.872 -1.673 -2.775 -0.188 0.340 -0.209
H 0.189 -2.575 -3.900 0.252 0.230 -0.094
H -0.302 -3.372 -2.514 0.151 0.065 0.498
H -1.682 -1.063 -3.841 0.458 0.546 0.390
H -2.163 -1.629 -2.209 0.490 0.390 0.166
H -3.015 -3.345 -3.117 0.083 -0.130 0.010
H -2.775 -2.682 -4.564 -0.006 -0.055 -0.037
H 3.036 -1.132 -1.110 -0.163 0.320 -0.616
H 2.032 -1.219 0.265 -0.711 0.003 -0.146
H 3.895 0.643 2.869 -0.128 0.125 0.072
H 2.641 -0.496 2.328 0.015 -0.070 0.475
H 4.359 -1.009 2.426 0.006 -0.126 0.039
H 0.451 0.170 0.539 0.731 0.177 -0.305
H -1.202 -1.729 -0.525 0.026 0.050 0.048
C 0.039 -2.301 -7.577 0.135 0.306 -0.126
C -1.339 -2.865 -7.827 -0.226 0.128 -0.131
O -1.166 -4.253 -7.542 0.295 0.191 0.139
C -0.104 -4.383 -6.707 -0.140 -0.219 0.042
O 0.203 -5.381 -6.154 0.112 -0.048 0.109
O 0.569 -3.197 -6.589 -0.222 0.179 -0.096
H 0.014 -1.279 -7.201 0.068 -0.072 0.156
H 0.675 -2.338 -8.463 -0.029 -0.059 0.001
H -2.089 -2.456 -7.145 0.038 -0.003 0.017
H -1.676 -2.720 -8.850 -0.007 -0.192 -0.004
C 0.042 1.427 6.599 -0.084 -0.054 0.346
C -0.782 2.512 5.953 -0.341 0.105 0.241
O 0.088 2.981 4.912 0.236 -0.212 -0.081
C 0.948 1.985 4.617 0.035 0.163 0.378
O 1.696 1.997 3.684 -0.151 -0.169 -0.308
O 0.863 0.978 5.512 0.010 0.182 -0.189
H -0.562 0.613 6.992 0.095 -0.122 -0.167
H 0.688 1.805 7.394 0.043 0.001 -0.062
H -1.694 2.137 5.500 -0.036 -0.051 -0.040
H -1.035 3.315 6.641 0.146 0.146 -0.149
C -5.711 -0.817 3.828 -0.248 -0.369 -0.294
C -6.105 -0.840 5.285 -0.256 -0.162 0.105
O -5.053 -0.081 5.895 0.094 0.145 -0.293
C -4.525 0.726 4.946 -0.105 -0.094 0.004
O -3.749 1.602 5.150 0.146 0.166 0.130
O -4.992 0.412 3.715 -0.062 -0.012 0.260
H -6.568 -0.825 3.158 0.074 0.169 -0.060
H -5.045 -1.641 3.564 0.024 0.028 0.048
H -7.056 -0.339 5.471 0.046 0.052 -0.013
H -6.149 -1.845 5.696 0.175 0.071 0.131
C 5.557 -2.455 6.632 0.151 -0.058 0.286
C 6.319 -1.986 5.416 0.332 0.104 0.038
O 5.432 -2.328 4.346 -0.173 0.000 0.151
C 4.174 -2.397 4.856 -0.011 -0.055 0.141
O 3.190 -2.495 4.199 -0.077 -0.026 -0.079
O 4.195 -2.337 6.208 0.114 0.018 -0.241
H 5.743 -1.841 7.510 -0.207 0.044 -0.013
H 5.760 -3.498 6.879 -0.019 0.000 -0.053
H 6.479 -0.907 5.411 -0.055 -0.007 0.002
H 7.278 -2.486 5.299 -0.086 -0.075 -0.184

106
Properties=species:S:1:pos:R:3:forces:R:3 method="wB97M-V/def2-TZVPD" homo_lumo_gap_ev=7.80 e_homo_ev=-7.379 smiles="CCCN[C@H]1C(=O)N[C@@](CCC(F)(F)C(F)(F)C(F)(F)C(F)(F)C(F)(F)C(F)(F)F)(P(C)C)[C@]1(P(C)O)P(O)O.CCCCCC.CCCCCC" total_charge=0
C -4.310 -2.504 -1.875 0.332 -0.064 -0.244
C -2.806 -2.285 -2.135 -0.575 0.088 -0.074
C -2.221 -1.130 -1.317 0.137 -0.277 0.165
N -1.489 -1.635 -0.126 -0.712 0.240 -0.457
C -1.733 -0.848 1.069 0.410 0.247 0.161
C -2.915 -1.305 1.911 0.294 0.268 0.166
O -4.002 -1.627 1.499 -0.115 -0.256 -0.146
N -2.578 -1.223 3.253 -0.350 1.104 -0.559
C -1.380 -0.398 3.486 0.822 -0.755 -0.370
C -1.673 1.079 3.850 -0.865 0.161 -0.506
C -2.991 1.689 3.288 0.165 0.141 0.269
C -2.786 2.833 2.315 -0.168 -0.265 0.670
F -1.785 2.579 1.454 0.012 -0.014 -0.299
F -2.424 3.943 3.017 0.014 0.092 -0.154
C -4.075 3.155 1.529 -0.195 0.344 0.333
F -4.545 2.051 0.924 0.152 -0.074 -0.137
F -4.994 3.527 2.455 -0.013 0.034 -0.043
C -4.017 4.318 0.501 0.049 0.103 -0.010
F -3.654 5.443 1.137 0.017 -0.023 0.039
F -5.272 4.501 0.047 -0.027 -0.278 -0.139
C -3.045 4.111 -0.705 0.124 0.474 -0.009
F -2.897 2.813 -0.991 -0.044 -0.059 -0.012
F -1.843 4.627 -0.357 -0.009 -0.101 0.047
C -3.499 4.850 -1.994 0.303 -0.420 -0.155
F -4.439 4.100 -2.590 -0.157 0.082 0.047
F -3.996 6.056 -1.699 -0.081 0.086 0.054
C -2.328 5.048 -3.022 -0.573 0.083 -0.430
F -1.435 4.071 -2.956 0.196 -0.107 0.139
F -1.742 6.220 -2.843 0.281 0.029 0.252
F -2.849 5.039 -4.252 -0.025 0.042 -0.029
P -0.617 -1.241 5.007 1.846 -1.066 -0.392
C -1.890 -2.250 5.883 -0.176 0.764 0.340
C -0.012 0.002 6.229 -1.032 0.016 0.152
C -0.541 -0.720 2.032 -0.884 0.097 1.479
P 0.534 -2.357 2.235 0.752 0.439 0.392
C -0.543 -3.733 1.638 0.281 0.154 -0.131
O 1.740 -2.265 1.080 -1.009 -0.764 0.168
P 0.803 0.418 1.352 1.511 -1.107 -1.136
O 1.326 1.336 2.640 -1.003 0.277 0.053
O 0.114 1.443 0.266 -0.063 0.340 0.925
H -4.769 -3.008 -2.727 0.007 -0.098 0.041
H -4.494 -3.109 -0.990 -0.072 0.185 0.149
H -4.795 -1.534 -1.777 -0.160 -0.060 0.150
H -2.265 -3.211 -1.923 0.179 0.031 -0.162
H -2.702 -2.075 -3.200 0.252 0.001 0.000
H -3.049 -0.497 -0.990 0.051 0.182 -0.130
H -1.535 -0.542 -1.930 0.012 0.115 0.087
H -1.862 -2.565 0.029 0.041 0.141 0.092
H -1.994 0.180 0.787 -0.112 -0.078 -0.266
H -3.384 -0.939 3.800 0.029 -0.521 0.222
H -1.774 1.114 4.934 -0.040 0.114 -0.124
H -0.837 1.732 3.609 0.178 -0.156 -0.044
H -3.528 2.149 4.116 -0.140 -0.061 -0.002
H -3.670 0.954 2.862 0.105 -0.045 -0.148
H -1.700 -3.297 5.662 -0.193 0.032 -0.176
H -1.711 -2.111 6.952 0.059 -0.015 -0.001
H -2.933 -1.990 5.707 -0.030 -0.133 -0.041
H -0.786 0.689 6.586 0.221 0.195 0.028
H 0.853 0.547 5.862 -0.059 0.049 -0.120
H 0.300 -0.581 7.095 0.130 -0.082 -0.062
H -0.582 -3.754 0.548 -0.006 -0.182 0.143
H -0.082 -4.654 1.989 0.020 -0.034 0.044
H -1.544 -3.674 2.068 -0.030 0.040 -0.030
H 1.440 -2.437 0.174 -0.074 0.318 0.090
H 1.769 0.716 3.238 0.165 0.159 -0.047
H 0.210 2.380 0.486 -0.201 -0.029 -0.001
C 0.889 -5.611 -4.473 0.015 0.075 -0.069
C 2.060 -4.635 -4.398 -0.002 -0.103 0.019
C 2.543 -4.373 -2.973 0.056 0.022 0.001
C 1.501 -3.737 -2.053 -0.103 -0.022 -0.062
C 0.930 -2.407 -2.545 0.071 0.092 0.024
C 1.978 -1.305 -2.678 -0.054 -0.033 -0.054
H 0.007 -5.223 -3.961 -0.002 -0.016 0.013
H 0.608 -5.799 -5.510 -0.016 -0.022 0.010
H 1.151 -6.569 -4.019 -0.019 0.006 0.029
H 1.784 -3.694 -4.882 0.018 0.014 0.010
H 2.895 -5.040 -4.976 0.001 0.029 -0.017
H 3.433 -3.738 -3.011 -0.015 0.015 0.017
H 2.870 -5.319 -2.529 -0.007 -0.003 -0.013
H 1.962 -3.593 -1.070 0.093 -0.115 -0.081
H 0.676 -4.440 -1.895 0.013 -0.012 0.008
H 0.167 -2.074 -1.838 0.009 -0.043 -0.019
H 0.420 -2.552 -3.502 -0.008 -0.018 0.020
H 2.478 -1.124 -1.723 0.021 0.012 -0.004
H 1.513 -0.368 -2.990 0.018 0.019 0.028
H 2.740 -1.555 -3.419 0.018 0.002 0.026
C 5.174 1.762 1.318 0.060 0.098 0.012
C 4.759 2.832 0.313 -0.038 -0.073 0.055
C 3.936 2.279 -0.849 -0.006 0.097 -0.043
C 4.654 1.248 -1.721 0.023 -0.040 0.048
C 5.959 1.734 -2.350 -0.047 0.003 -0.089
C 5.774 2.914 -3.299 0.091 -0.016 0.051
H 5.824 1.012 0.865 -0.018 -0.019 0.003
H 5.719 2.205 2.153 -0.006 -0.026 0.012
H 4.296 1.251 1.721 -0.003 -0.036 -0.034
H 5.647 3.350 -0.061 -0.008 0.003 -0.015
H 4.161 3.588 0.830 0.019 0.020 -0.012
H 3.599 3.113 -1.473 -0.005 -0.019 -0.009
H 3.032 1.816 -0.444 -0.068 -0.050 0.006
H 3.971 0.933 -2.516 0.012 0.004 -0.008
H 4.857 0.350 -1.130 -0.019 0.001 0.007
H 6.404 0.903 -2.904 0.025 -0.003 0.025
H 6.678 2.000 -1.571 -0.008 -0.014 0.014
H 5.079 2.661 -4.103 -0.028 0.018 0.013
H 6.724 3.196 -3.756 -0.016 0.015 -0.019
H 5.387 3.792 -2.780 -0.020 0.000 -0.012

106
Properties=species:S:1:pos:R:3:forces:R:3 method="wB97M-V/def2-TZVPD" homo_lumo_gap_ev="4.51 / 4.57" e_homo_ev="-5.886 / -5.891" s_squared=0.892 total_charge=0 multiplicity=2
Re -0.502 0.634 -1.807 -1.805 -1.835 2.537
N -1.559 3.191 -0.815 0.187 0.080 -0.059
N -2.854 3.016 -0.340 -0.349 0.229 0.153
C -3.582 1.947 -0.740 0.012 0.566 -0.003
N -4.901 1.965 -0.451 0.414 0.045 0.063
S -2.975 0.662 -1.614 0.416 -0.378 -0.564
H -0.945 3.575 -0.106 -0.198 -0.037 0.021
H -1.517 3.730 -1.680 -0.118 -0.069 0.277
H -3.367 3.824 0.010 0.276 -0.250 -0.144
H -5.273 2.603 0.234 0.034 -0.049 -0.011
H -5.399 1.102 -0.598 -0.020 -0.087 0.074
S -1.134 -1.190 -3.703 -0.214 0.709 1.727
C -0.126 -0.911 -5.019 0.413 0.160 -0.755
N 0.114 0.233 -5.642 0.078 -0.194 0.372
C 1.070 0.075 -6.718 0.154 0.137 -0.385
C 1.413 -1.425 -6.665 0.317 -0.142 -0.389
N 0.500 -1.918 -5.651 -0.173 0.256 0.096
H -0.179 1.178 -5.372 -0.118 -0.363 0.077
H 1.942 0.713 -6.550 -0.071 -0.111 -0.025
H 0.597 0.370 -7.659 0.155 -0.089 0.019
H 2.449 -1.591 -6.357 -0.128 0.033 -0.031
H 1.238 -1.928 -7.619 0.034 0.078 0.047
H 0.554 -2.839 -5.252 -0.001 0.065 0.146
C -5.917 -3.456 1.934 0.531 -0.279 0.114
Si -4.032 -3.768 1.908 0.389 0.736 -0.367
C -3.687 -5.520 1.233 -0.204 0.492 0.220
C -3.369 -3.726 3.704 -0.329 -0.155 -0.460
Se -3.034 -2.144 0.686 -0.224 -0.460 0.241
H -6.430 -4.153 2.588 -0.174 -0.222 0.189
H -6.337 -3.558 0.938 0.009 -0.032 -0.216
H -6.134 -2.449 2.279 0.081 0.188 0.067
H -4.439 -6.217 1.587 -0.195 -0.234 0.126
H -2.717 -5.889 1.555 0.226 0.006 0.091
H -3.702 -5.530 0.149 -0.031 0.080 -0.218
H -3.634 -4.637 4.233 -0.085 -0.224 0.211
H -3.773 -2.885 4.260 -0.107 0.189 0.068
H -2.285 -3.639 3.710 0.184 0.010 -0.096
O 0.215 2.907 -5.183 0.002 0.323 0.670
C 0.218 2.867 -3.948 0.367 0.357 -1.162
O -0.479 2.010 -3.308 -0.526 -0.434 0.431
C 1.059 3.850 -3.187 0.261 0.116 0.114
C 1.501 4.995 -3.853 -0.236 -0.295 0.091
C 2.357 5.878 -3.234 0.415 0.238 0.466
C 2.812 5.592 -1.947 -1.225 -1.164 -0.735
C 2.365 4.462 -1.265 0.387 0.471 0.113
C 1.480 3.606 -1.878 -0.322 -0.156 -0.325
N 3.765 6.442 -1.306 1.003 0.921 0.734
O 4.195 6.091 -0.217 -0.111 0.158 -0.326
O 4.101 7.466 -1.878 -0.125 -0.272 0.096
H 1.159 5.164 -4.862 0.022 0.020 -0.093
H 2.702 6.775 -3.724 0.023 0.004 -0.051
H 2.740 4.276 -0.270 -0.016 -0.051 0.030
H 1.128 2.724 -1.355 0.130 0.021 -0.040
N -0.295 0.174 -0.034 -0.155 1.233 -3.165
P 0.398 -0.437 1.260 0.647 -1.238 1.816
N 1.916 0.176 1.673 -1.281 -0.167 -0.630
C 1.944 1.615 1.888 0.047 0.289 0.526
C 3.304 2.022 2.437 -0.073 0.108 -0.120
C 4.404 1.774 1.392 -0.027 -0.039 -0.044
C 3.947 0.720 0.377 0.091 -0.026 0.177
C 3.130 -0.363 1.073 0.454 -0.276 -0.290
N -0.505 -0.003 2.584 0.453 -0.024 -1.035
C -1.752 0.730 2.414 -0.543 0.000 -0.306
C -2.739 0.333 3.502 0.088 0.070 -0.006
C -2.222 0.758 4.880 -0.018 0.031 -0.061
C -0.689 0.750 4.900 -0.088 -0.123 0.017
C -0.144 -0.316 3.954 0.301 -0.055 0.422
N 0.635 -2.054 1.036 -0.184 1.072 -0.126
C 0.844 -2.951 2.155 0.220 -0.152 0.376
C 1.921 -3.971 1.795 -0.104 0.029 0.046
C 1.477 -4.822 0.594 -0.056 -0.028 -0.055
C 0.312 -4.166 -0.154 0.121 0.046 0.068
C 0.539 -2.670 -0.287 -0.296 -0.001 -0.527
H 1.150 1.859 2.596 0.017 0.106 -0.023
H 1.739 2.158 0.957 -0.037 0.117 -0.075
H 3.497 1.434 3.337 -0.036 0.044 0.038
H 3.277 3.073 2.724 0.018 0.015 0.100
H 5.309 1.438 1.901 0.044 0.002 -0.060
H 4.658 2.697 0.870 0.019 0.037 0.017
H 4.810 0.263 -0.108 -0.075 0.001 -0.086
H 3.333 1.176 -0.402 0.023 -0.021 -0.107
H 3.741 -0.812 1.867 -0.013 -0.112 -0.122
H 2.865 -1.140 0.354 0.086 -0.064 0.133
H -2.144 0.491 1.424 -0.180 -0.005 0.176
H -1.563 1.812 2.458 0.029 0.112 0.006
H -2.861 -0.750 3.455 -0.106 0.000 -0.154
H -3.712 0.786 3.305 -0.028 -0.091 -0.086
H -2.613 0.077 5.637 -0.006 0.012 0.060
H -2.583 1.759 5.129 0.006 -0.016 0.059
H -0.326 0.552 5.908 0.105 0.054 0.024
H -0.314 1.729 4.597 0.139 0.051 -0.002
H -0.555 -1.288 4.255 0.054 -0.026 -0.049
H 0.946 -0.369 4.031 -0.055 -0.025 0.023
H -0.090 -3.464 2.423 0.015 0.175 0.033
H 1.173 -2.350 3.003 -0.032 -0.149 0.122
H 2.137 -4.602 2.660 0.008 0.054 0.000
H 2.833 -3.426 1.550 0.070 0.019 0.046
H 1.181 -5.818 0.923 0.011 -0.057 -0.011
H 2.319 -4.944 -0.089 0.058 -0.081 -0.035
H -0.631 -4.340 0.366 -0.079 0.089 -0.062
H 0.219 -4.595 -1.152 -0.073 0.002 -0.026
H -0.283 -2.208 -0.845 0.072 -0.210 0.152
H 1.463 -2.493 -0.854 0.065 0.006 -0.049
S 3.504 -0.690 -3.775 0.882 -0.383 -0.613
C 2.291 -0.143 -2.924 -0.853 0.545 0.895
N 1.414 0.278 -2.256 0.840 -0.054 -0.637